(1)
81
Properties=species:S:1:pos:R:3:lowdin_spin:R:1 method="wB97M-V/def2-TZVPD" de_lowest_ev=0.876 multiplicity=2 e_homo_ev="-5.937 / -7.459" gap_ev="5.950 / 6.986"
Ir 1.241 0.391 1.024 0.04
C -0.749 -2.290 5.265 0.00
S -1.169 -0.554 5.031 0.03
C -0.319 -0.129 3.544 0.05
S 0.478 -1.310 2.578 0.03
N -0.428 1.139 3.290 -0.01
N 0.108 1.561 2.092 0.24
C -0.388 2.706 1.641 0.09
C -0.194 3.309 0.390 0.12
C -1.058 4.382 0.028 0.03
C -1.062 4.904 -1.224 0.08
C -0.149 4.396 -2.184 0.09
C 0.730 3.435 -1.798 0.03
N 0.728 2.887 -0.557 0.14
H -1.464 -2.677 5.988 0.00
H 0.262 -2.406 5.650 0.00
H -0.860 -2.837 4.332 0.00
H -1.118 3.166 2.295 0.00
H -1.748 4.739 0.780 0.00
H -1.753 5.694 -1.485 0.00
H -0.114 4.774 -3.195 0.00
H 1.510 3.081 -2.450 0.00
C 4.603 -0.189 0.944 0.00
C 4.030 0.427 2.167 0.00
N 2.765 0.739 2.370 0.00
C 2.666 1.253 3.651 0.00
C 3.896 1.255 4.217 0.00
N 4.746 0.730 3.269 0.00
H 3.941 -0.012 0.100 0.00
H 4.732 -1.265 1.075 0.00
H 5.571 0.252 0.703 0.00
H 1.726 1.575 4.060 0.00
H 4.236 1.568 5.187 0.00
H 5.733 0.575 3.372 0.00
C 2.478 0.697 -2.052 0.00
O 2.745 1.799 -1.200 0.00
C 1.903 2.053 -0.090 0.01
C 2.736 3.062 0.722 0.01
H 3.412 0.474 -2.567 0.00
H 1.713 0.928 -2.798 0.00
H 2.131 -0.175 -1.504 0.00
H 2.811 4.002 0.169 0.00
H 3.744 2.678 0.862 0.00
H 2.300 3.265 1.699 0.00
C -3.458 -0.589 -2.720 0.00
C -2.171 0.058 -2.198 0.00
C -1.345 0.564 -3.383 0.00
C -2.568 1.244 -1.317 0.00
Si -1.128 -1.134 -1.138 0.00
O 0.144 -0.425 -0.427 0.00
C -0.387 -2.497 -2.220 0.00
C 0.964 -2.824 -2.087 0.00
C 1.556 -3.818 -2.856 0.00
C 0.800 -4.519 -3.784 0.00
C -0.548 -4.223 -3.928 0.00
C -1.128 -3.227 -3.155 0.00
C -2.305 -1.910 0.108 0.00
C -2.726 -1.164 1.213 0.00
C -3.632 -1.674 2.132 0.00
C -4.140 -2.955 1.963 0.00
C -3.735 -3.717 0.877 0.00
C -2.827 -3.197 -0.038 0.00
H -4.072 0.172 -3.216 0.00
H -4.051 -1.023 -1.913 0.00
H -3.262 -1.369 -3.458 0.00
H -1.918 1.299 -3.961 0.00
H -1.062 -0.250 -4.055 0.00
H -0.432 1.055 -3.045 0.00
H -3.059 2.016 -1.921 0.00
H -1.700 1.690 -0.841 0.00
H -3.266 0.942 -0.532 0.00
H 1.561 -2.300 -1.352 0.00
H 2.606 -4.049 -2.728 0.00
H 1.256 -5.294 -4.387 0.00
H -1.150 -4.771 -4.643 0.00
H -2.185 -3.026 -3.285 0.00
H -2.330 -0.166 1.371 0.00
H -3.927 -1.076 2.985 0.00
H -4.846 -3.360 2.678 0.00
H -4.121 -4.720 0.743 0.00
H -2.509 -3.816 -0.870 0.00

(2)
77
Properties=species:S:1:pos:R:3:mulliken_charge:R:1 method="wB97M-V/def2-TZVPD" total_charge=-2 multiplicity=1 e_homo_ev="2.493 / 2.524" gap_ev="1.475 / 1.486"
Sr -0.313 -0.058 0.308 -5.57
N -2.407 -1.581 0.368 0.12
N -0.685 -2.597 -1.789 0.50
C 2.227 1.011 -0.569 2.66
C 2.436 -0.294 -0.051 -0.85
C 2.237 -0.227 1.351 1.30
C 2.536 -1.290 2.326 -1.68
H 2.458 -2.295 1.865 0.21
H 1.825 -1.241 3.174 0.05
H 3.559 -1.170 2.726 0.27
C 1.802 1.073 1.689 0.63
C 1.582 1.552 3.063 -0.82
H 2.481 2.017 3.495 0.38
H 1.296 0.736 3.752 0.05
H 0.765 2.290 3.081 0.32
C 1.772 1.839 0.491 0.85
C 1.401 3.262 0.396 -1.19
H 0.507 3.459 1.010 0.41
H 1.151 3.580 -0.626 0.27
H 2.178 3.966 0.743 0.22
C 2.940 -1.484 -0.779 -1.22
H 3.998 -1.677 -0.508 0.39
H 2.911 -1.351 -1.874 0.23
H 2.374 -2.408 -0.537 0.11
C 2.607 1.497 -1.903 -1.54
H 1.769 2.029 -2.366 0.03
H 2.904 0.691 -2.576 0.33
H 3.452 2.208 -1.879 0.30
C -3.239 -1.162 1.330 0.47
H -3.832 -0.284 1.035 0.27
C -3.279 -1.846 2.576 -1.27
H -3.652 -1.354 3.476 0.67
C -2.913 -3.226 2.546 0.03
H -3.044 -3.861 3.433 0.34
C -2.235 -3.727 1.459 -1.31
H -1.859 -4.769 1.457 0.27
C -1.872 -2.849 0.376 1.52
C -0.968 -3.283 -0.620 -0.85
H -0.558 -4.304 -0.598 0.25
C -0.982 -1.244 -1.939 -0.75
C -0.127 -3.103 -2.967 -0.58
H 0.185 -4.138 -3.034 0.44
C -0.096 -2.115 -3.870 -0.61
H 0.223 -2.082 -4.880 0.52
N -0.635 -0.979 -3.245 0.49
C -0.768 0.316 -3.798 -0.66
C 0.278 0.897 -4.561 2.12
C 0.157 2.240 -4.961 -1.33
H 0.960 2.696 -5.556 0.01
C -0.953 3.008 -4.601 2.00
C -1.100 4.423 -5.058 -1.62
H -0.968 5.145 -4.242 0.34
H -2.104 4.575 -5.463 0.34
H -0.377 4.656 -5.842 0.41
C -1.935 2.431 -3.792 -2.20
H -2.791 3.040 -3.501 0.16
C -1.869 1.097 -3.379 1.25
C -3.032 0.510 -2.645 -0.50
H -3.661 -0.127 -3.283 0.29
H -3.665 1.324 -2.282 0.54
H -2.751 -0.102 -1.766 0.05
C 1.536 0.138 -4.936 -1.98
H 1.402 -0.478 -5.852 0.45
H 1.876 -0.515 -4.109 0.14
H 2.345 0.865 -5.145 0.43
S -0.908 -1.103 3.238 -3.26
C -0.719 -0.757 4.893 5.58
N 0.478 -0.826 5.510 -0.44
C 0.438 -0.427 6.900 -1.78
C -1.020 0.003 7.070 -2.51
N -1.634 -0.368 5.804 0.18
H 1.238 -1.331 5.081 0.19
H 1.166 0.386 7.101 0.70
H 0.658 -1.292 7.537 0.79
H -1.111 1.073 7.275 0.81
H -1.461 -0.546 7.908 0.97
H -2.585 -0.165 5.540 -0.14

(3)
84
Properties=species:S:1:pos:R:3:lowdin_spin:R:1 method="wB97M-V/def2-TZVPD" de_lowest_ev=0.000 total_charge=+3 multiplicity=4 e_homo_ev="-16.339 / -16.581" gap_ev="7.153 / 5.040"
W 0.138 -0.104 -0.133 1.69
C -3.849 2.736 1.434 0.00
C -3.065 2.046 0.359 0.01
C -3.594 0.920 -0.287 0.02
C -2.940 0.304 -1.334 0.03
C -3.594 -0.803 -2.111 0.00
C -1.682 0.809 -1.738 -0.01
C -1.148 1.973 -1.155 0.00
C -0.141 2.779 -1.946 0.01
C -1.853 2.555 -0.083 0.04
H -4.828 3.028 1.052 0.00
H -3.347 3.637 1.785 0.00
H -4.025 2.072 2.280 0.00
H -4.565 0.552 0.021 0.00
H -4.319 -0.377 -2.807 0.00
H -4.146 -1.482 -1.461 0.00
H -2.881 -1.366 -2.717 0.00
H -1.228 0.436 -2.652 0.00
H -0.685 3.579 -2.452 0.00
H 0.334 2.176 -2.717 0.00
H 0.634 3.253 -1.346 0.00
H -1.527 3.514 0.306 0.00
N -0.768 -1.914 -0.857 0.00
C -0.532 -2.613 -2.138 0.00
C -1.231 -3.799 -2.301 0.00
C -1.129 -4.517 -3.481 0.00
C -0.320 -4.037 -4.502 0.00
C 0.380 -2.857 -4.329 0.01
C 0.290 -2.110 -3.150 0.00
C 1.124 -0.903 -2.969 0.03
C 1.749 -0.226 -4.009 -0.01
C 2.608 0.849 -3.757 0.03
C 2.872 1.277 -2.468 0.01
C 2.238 0.627 -1.406 0.03
C 1.338 -0.414 -1.676 -0.03
H -0.635 -2.599 -0.107 0.00
H -1.775 -1.733 -0.814 0.00
H -1.870 -4.160 -1.502 0.00
H -1.676 -5.442 -3.599 0.00
H -0.224 -4.588 -5.427 0.00
H 1.035 -2.524 -5.122 0.00
H 1.574 -0.513 -5.037 0.00
H 3.095 1.335 -4.592 0.00
H 3.596 2.060 -2.287 0.00
H 2.524 0.873 -0.383 0.01
C 3.104 -2.506 -0.720 0.00
C 2.415 -2.337 0.590 0.02
N 1.415 -1.519 0.977 0.01
C 1.134 -1.859 2.304 0.01
C 1.963 -2.843 2.707 0.00
N 2.749 -3.125 1.619 0.01
H 3.590 -1.597 -1.064 0.00
H 2.402 -2.836 -1.487 0.00
H 3.869 -3.273 -0.620 0.00
H 0.339 -1.407 2.859 0.00
H 2.047 -3.371 3.640 0.00
H 3.473 -3.828 1.582 0.00
C 1.261 2.997 1.303 0.07
C 1.504 3.983 2.540 0.06
N 1.641 3.107 3.660 0.50
C 0.418 2.492 4.069 0.06
C -0.049 1.648 2.790 0.07
N 1.030 1.633 1.790 0.05
C 2.268 1.157 2.421 0.06
C 2.738 2.198 3.541 0.06
H 2.135 3.005 0.654 0.00
H 0.397 3.353 0.757 0.01
H 0.654 4.646 2.681 0.00
H 2.412 4.562 2.384 0.01
H -0.330 3.244 4.314 0.01
H 0.590 1.839 4.920 0.00
H -0.937 2.096 2.350 0.00
H -0.291 0.642 3.117 0.01
H 3.061 1.065 1.680 0.01
H 2.096 0.193 2.886 0.00
H 3.633 2.733 3.231 0.00
H 2.916 1.678 4.479 0.01
F -1.200 -0.552 1.323 0.05
As -2.685 -1.863 2.360 0.00
F -3.302 -1.961 0.761 0.00
F -3.456 -0.362 2.537 0.00
F -3.769 -2.868 3.115 0.00
F -1.674 -1.454 3.679 0.00
F -1.511 -3.024 1.882 0.00

(4)
84
Properties=species:S:1:pos:R:3:lowdin_spin:R:1 method="wB97M-V/def2-TZVPD" de_lowest_ev=0.000 total_charge=+2 multiplicity=4 e_homo_ev="-13.033 / -13.033" gap_ev="5.319 / 4.321"
Mn -0.073 -0.060 -0.187 2.02
Br -4.085 0.394 5.212 0.04
C -2.912 0.746 3.818 0.09
C -2.496 2.116 3.552 0.19
Br -3.125 3.472 4.618 0.12
C -1.624 2.426 2.500 -0.02
Br -1.053 4.154 2.098 -0.01
C -1.149 1.384 1.734 0.13
O -0.289 1.500 0.739 0.07
C -1.557 0.026 1.992 0.17
O -1.060 -0.855 1.181 0.13
C -2.449 -0.285 3.040 0.01
Br -2.926 -2.074 3.255 0.00
C 1.262 -6.101 0.920 0.00
C 0.938 -4.605 0.692 0.00
C 1.909 -3.763 1.536 0.00
C -0.476 -4.329 1.223 0.00
Si 1.081 -4.316 -1.177 0.01
Br 1.243 -1.726 -1.218 0.04
C -0.479 -4.604 -2.217 0.00
C -0.879 -6.084 -2.010 0.00
C -0.244 -4.366 -3.716 0.00
C -1.657 -3.709 -1.808 0.00
C 2.753 -4.646 -2.001 0.00
C 3.941 -4.366 -1.068 0.00
C 2.753 -6.158 -2.339 0.00
C 2.994 -3.849 -3.293 0.00
H 1.113 -6.324 1.980 0.00
H 2.296 -6.346 0.684 0.00
H 0.610 -6.772 0.357 0.00
H 1.810 -4.076 2.579 0.00
H 1.669 -2.699 1.497 0.00
H 2.951 -3.889 1.257 0.00
H -0.478 -4.515 2.301 0.00
H -1.229 -4.983 0.786 0.00
H -0.781 -3.292 1.072 0.00
H -0.091 -6.782 -2.296 0.00
H -1.742 -6.296 -2.646 0.00
H -1.175 -6.299 -0.984 0.00
H 0.512 -5.023 -4.140 0.00
H 0.033 -3.333 -3.932 0.00
H -1.179 -4.571 -4.243 0.00
H -1.959 -3.829 -0.770 0.00
H -2.516 -3.961 -2.437 0.00
H -1.425 -2.658 -1.989 0.00
H 3.933 -4.981 -0.170 0.00
H 3.998 -3.316 -0.773 0.00
H 4.861 -4.600 -1.609 0.00
H 2.578 -6.792 -1.468 0.00
H 3.741 -6.415 -2.727 0.00
H 2.029 -6.419 -3.110 0.00
H 3.114 -2.781 -3.101 0.00
H 2.214 -3.980 -4.039 0.00
H 3.931 -4.197 -3.736 0.00
C -2.909 -2.772 -7.780 0.00
C -3.756 -2.070 -6.754 0.00
C -3.986 -2.620 -5.500 0.00
C -4.799 -1.993 -4.562 0.00
C -5.380 -0.773 -4.868 0.00
N -6.221 -0.077 -3.951 0.00
C -6.195 -0.100 -2.591 0.00
O -7.158 0.082 -1.890 0.00
N -4.951 -0.404 -1.966 0.00
C -3.700 0.108 -2.227 0.00
C -3.371 0.927 -3.314 0.02
C -2.069 1.353 -3.485 0.00
C -1.099 0.998 -2.570 0.01
N -1.423 0.249 -1.507 -0.04
C -2.678 -0.190 -1.328 0.00
C -5.159 -0.203 -6.118 0.00
C -4.366 -0.851 -7.048 0.00
H -2.431 -3.657 -7.362 0.00
H -2.129 -2.114 -8.165 0.00
H -3.514 -3.090 -8.630 0.00
H -3.553 -3.584 -5.260 0.00
H -4.998 -2.469 -3.610 0.00
H -7.118 0.226 -4.303 0.00
H -5.130 -0.653 -1.003 0.00
H -4.131 1.241 -4.011 0.00
H -1.803 1.979 -4.325 0.00
H -0.069 1.319 -2.665 0.00
H -2.864 -0.801 -0.455 0.00
H -5.622 0.746 -6.364 0.00
H -4.220 -0.402 -8.023 0.00

> Which value of multiplicity does entry 1 give?

2